# 1
H3N2OP | ωB97M-V/def2-TZVPD

SMILES = N/N=P/O
Net charge = 0
Frontier orbital gap = 8.3341 eV
F_max = 0.091 hartree/bohr
ΔE to the lowest compared entry with this formula, charge and spin = 1.056 eV
Electronic energy = -527.84935 Eh

Each line ends with the Löwdin charge.
Element x y z (Å)
N 0.8729 -0.5272 -0.0903  -0.15
N -0.3644 0.0614 0.0792  -0.40
P -1.9297 -0.6639 -0.1470  0.79
O -2.8773 0.6359 0.0945  -0.46
H 0.9479 -1.4416 0.3984  0.07
H 1.6650 -0.0150 0.3640  0.08
H -2.1617 1.3841 0.1369  0.07

Atoms 1-6, force components in eV/Å:
0.752 -1.157 1.330
-3.836 -1.147 -0.509
4.397 1.434 0.674
2.359 1.478 -0.070
-0.392 0.413 -0.815
-1.445 0.264 -0.659



# 2
C17H41CaN2OP2 | ωB97M-V/def2-TZVPD

Net charge = +1
Frontier orbital gap (alpha / beta) = 4.5135 / 4.5132 eV
F_max = 0.102 hartree/bohr
ΔE to the lowest compared entry with this formula, charge and spin = 2.441 eV
Electronic energy = -2217.10807 Eh

Each line ends with the Löwdin charge.
Element x y z (Å)
Ca -1.4934 0.0464 0.0991  1.13
P -0.1954 -2.4684 -0.1223  0.96
P 0.1865 2.6756 -0.4336  0.97
N 0.2169 0.4096 -1.8542  -0.26
C 0.0481 -2.1327 -1.9238  -0.33
H 0.5621 -3.0150 -2.3517  0.09
H -0.9388 -2.0531 -2.4118  0.08
C 0.8900 -0.8853 -2.2613  -0.19
H 1.8875 -0.9335 -1.7908  0.12
H 1.0344 -0.8335 -3.3522  0.12
C 0.2966 1.4995 -2.8952  -0.18
H -0.4036 1.2672 -3.7076  0.12
H 1.3152 1.5116 -3.3221  0.13
C 0.0009 2.8365 -2.2118  -0.24
H -1.0123 3.1698 -2.4655  0.08
H 0.7051 3.6042 -2.5544  0.10
C 1.6424 3.3712 0.3705  -0.48
C 1.8495 2.8315 1.8016  -0.09
H 2.7700 3.2695 2.2097  0.09
H 1.9733 1.7396 1.7981  0.07
H 1.0343 3.0845 2.4908  0.05
C -1.3636 3.3036 0.3358  -0.51
C -1.3509 3.4357 1.8659  -0.10
H -2.3290 3.8204 2.1899  0.09
H -0.5929 4.1575 2.2022  0.08
H -1.2026 2.4870 2.3997  0.05
C -1.5776 -3.6829 0.1200  -0.58
C -1.6404 -4.1822 1.5720  -0.11
H -2.5809 -4.7327 1.7069  0.09
H -1.6412 -3.3635 2.3057  0.07
H -0.8184 -4.8676 1.8206  0.07
C 1.4066 -3.3082 0.2849  -0.53
C 1.7801 -3.1478 1.7670  -0.11
H 2.7273 -3.6752 1.9434  0.08
H 1.0257 -3.5812 2.4390  0.07
H 1.9350 -2.0941 2.0309  0.07
C 0.6468 0.8999 -0.6100  -0.75
O 0.9160 0.0822 0.3082  -0.31
C -1.7425 4.6550 -0.2995  -0.10
H -1.0025 5.4340 -0.0716  0.08
H -1.8606 4.5987 -1.3867  0.06
H -2.7087 4.9759 0.1088  0.09
C -1.6349 -4.8181 -0.8965  -0.12
H -2.5988 -5.3316 -0.7735  0.08
H -1.5782 -4.4572 -1.9306  0.07
H -0.8472 -5.5636 -0.7373  0.06
C 1.4868 -4.7713 -0.1512  -0.11
H 2.5252 -5.1107 -0.0256  0.09
H 0.8623 -5.4216 0.4768  0.07
H 1.2237 -4.9206 -1.2058  0.07
C 1.7053 4.8979 0.2425  -0.10
H 1.0197 5.4225 0.9244  0.07
H 2.7307 5.2118 0.4841  0.09
H 1.5025 5.2323 -0.7863  0.08
H 2.4673 2.9605 -0.2356  0.13
H 2.1395 -2.7295 -0.3061  0.11
H -2.1494 2.5617 0.0523  0.08
H -2.4732 -3.0499 -0.0465  0.08
H -1.8658 0.1696 -1.9873  0.06
H -2.5849 -0.0083 -1.6327  0.03
N -0.7384 -0.1010 2.3659  -0.07
H -1.3517 -0.1392 3.1805  0.06
H -0.0961 0.6902 2.4673  0.02
H -0.1394 -0.9335 2.3765  0.02

Atoms 1-6, force components in eV/Å:
1.822 -0.121 1.248
-0.256 0.363 0.678
0.430 -5.094 0.065
-1.318 -1.350 -2.377
0.061 -0.563 -0.482
-0.276 0.332 -0.071



# 3
C4H9N | ωB97M-V/def2-TZVPD

Net charge = 0
Frontier orbital gap = 10.3986 eV
F_max = 0.075 hartree/bohr
ΔE to the lowest compared entry with this formula, charge and spin = 3.133 eV
Electronic energy = -212.43602 Eh

Each line ends with the Löwdin charge.
Element x y z (Å)
C -1.8604 0.5922 -0.2028  -0.06
C -0.5008 0.1085 0.2795  -0.37
C 0.0302 -1.2936 0.4465  -0.10
N 0.5120 -0.3687 -0.5604  -0.21
C 1.7453 0.2962 -0.4717  -0.11
H -2.5203 0.7208 0.6589  0.07
H -1.7511 1.5672 -0.6906  0.07
H -2.3809 -0.0724 -0.9124  0.08
H 0.2337 0.8847 1.0516  0.14
H -0.3655 -2.2148 0.0038  0.10
H 0.5840 -1.4497 1.3745  0.10
H 1.8155 1.0887 -1.2339  0.07
H 1.5183 0.9641 0.7365  0.14
H 2.5799 -0.4281 -0.6029  0.08

Atoms 1-6, force components in eV/Å:
0.189 0.075 0.258
0.697 1.212 1.129
0.185 0.072 0.167
-0.309 -0.294 -0.900
0.036 1.168 1.986
0.033 0.036 -0.064



# 4
C4H12N2O2 | ωB97M-V/def2-TZVPD

Net charge = 0
Frontier orbital gap = 3.6160 eV
F_max = 0.135 hartree/bohr
ΔE to the lowest compared entry with this formula, charge and spin = 8.097 eV
Electronic energy = -419.35094 Eh

Each line ends with the Löwdin charge.
Element x y z (Å)
C 1.7884 0.4655 0.9104  0.09
C 2.7829 -0.1266 0.1601  -0.14
C 2.9116 -1.1256 -0.7627  0.16
O -2.6769 0.5623 -2.2395  -0.18
N 0.3257 0.3371 0.4000  0.05
C -0.3097 -0.8097 0.9781  -0.31
N -1.7293 -1.0309 0.5833  0.06
H -3.0497 1.1951 -2.9012  0.03
H 2.1109 1.0033 1.7728  0.12
H 3.8012 0.2516 0.3693  0.11
H 2.1235 -1.4309 -1.3584  0.06
H 3.9131 -1.5031 -0.9928  0.09
H -0.2524 1.1037 0.7862  0.10
H 0.2205 -1.7275 0.6321  0.12
H -0.2205 -0.6818 2.0262  0.10
H -2.2646 -0.2161 0.6856  -0.02
H -1.8165 -1.3035 -0.4048  0.08
H -2.7870 2.3456 0.5707  -0.14
H -2.4085 1.0998 -1.4120  -0.02
O -2.4626 1.5917 0.1967  -0.37

Atoms 1-6, force components in eV/Å:
-6.007 -0.799 -3.435
3.602 -0.718 -0.292
0.434 1.511 0.664
0.172 0.992 -0.427
5.509 3.023 1.929
-2.787 -4.046 -1.689



# 5
C8H9NO | ωB97M-V/def2-TZVPD

Net charge = 0
Frontier orbital gap (alpha / beta) = 8.0001 / 8.8202 eV
⟨S²⟩ = 2.00
Multiplicity = 3
F_max = 0.090 hartree/bohr
ΔE to the lowest compared entry with this formula, charge and spin = 0.056 eV
Electronic energy = -440.00609 Eh

Each line ends with the Löwdin charge.
Element x y z (Å)
C 2.2404 -1.8255 -0.3325  -0.11
C 0.8611 -1.9885 -0.2184  -0.03
C 2.5068 -0.4839 -0.3698  -0.04
C 0.2779 -0.7217 -0.0893  -0.16
C -0.5633 1.4554 0.5065  -0.03
C 0.9688 1.5411 0.1983  -0.11
C -4.3486 0.1858 -0.7030  0.10
C -0.9337 0.0292 0.1422  -0.27
N 1.2688 0.1968 -0.1430  -0.08
O -2.1025 -0.2727 -0.2097  -0.01
H 2.8455 -2.7485 -0.4996  0.12
H 0.4034 -2.9173 0.1031  0.11
H 3.4527 0.1641 -0.4716  0.14
H -0.5540 1.7909 1.4968  0.10
H -1.2914 2.0681 -0.0719  0.14
H 1.2517 2.2904 -0.5298  0.12
H 1.5647 1.7355 1.0624  0.12
H -4.6933 -0.4361 0.0959  -0.06
H -4.3314 -0.3768 -1.6632  -0.03

Atoms 1-6, force components in eV/Å:
0.301 -1.394 -0.912
-1.505 0.186 1.229
0.080 3.213 0.586
0.634 -0.669 0.413
0.618 0.472 -1.712
-0.812 0.481 -0.371



- Look up the net charge of the third one.
  0



- Look up the ΔE to the lowest compared entry with this formula, charge and spin of the third one.
  3.133 eV



Please write out number 1 again, unchanged.
H3N2OP | ωB97M-V/def2-TZVPD

SMILES = N/N=P/O
Net charge = 0
Frontier orbital gap = 8.3341 eV
F_max = 0.091 hartree/bohr
ΔE to the lowest compared entry with this formula, charge and spin = 1.056 eV
Electronic energy = -527.84935 Eh

Each line ends with the Löwdin charge.
Element x y z (Å)
N 0.8729 -0.5272 -0.0903  -0.15
N -0.3644 0.0614 0.0792  -0.40
P -1.9297 -0.6639 -0.1470  0.79
O -2.8773 0.6359 0.0945  -0.46
H 0.9479 -1.4416 0.3984  0.07
H 1.6650 -0.0150 0.3640  0.08
H -2.1617 1.3841 0.1369  0.07

Atoms 1-6, force components in eV/Å:
0.752 -1.157 1.330
-3.836 -1.147 -0.509
4.397 1.434 0.674
2.359 1.478 -0.070
-0.392 0.413 -0.815
-1.445 0.264 -0.659